1.
{"formula": "C19H23BN9O7Ta", "method": "ωB97M-V/def2-TZVPD", "species": ["Ta", "O", "C", "C", "C", "N", "C", "C", "C", "O", "O", "C", "O", "O", "H", "H", "H", "B", "N", "C", "C", "C", "N", "N", "C", "C", "C", "N", "H", "H", "H", "H", "H", "H", "H", "H", "C", "C", "N", "O", "H", "H", "H", "H", "H", "C", "N", "C", "C", "O", "N", "C", "N", "H", "H", "H", "H", "H", "H", "H"], "coordinates": [[-0.464, 0.053, 0.205], [-3.854, -4.735, 2.213], [-3.195, -3.673, 1.785], [-3.614, -2.352, 2.026], [-2.831, -1.339, 1.538], [-1.695, -1.592, 0.892], [-1.350, -2.835, 0.549], [-2.059, -3.917, 0.984], [-0.251, -2.791, -0.488], [0.305, -3.728, -0.957], [-0.037, -1.502, -0.854], [-3.151, 0.139, 1.452], [-4.071, 0.662, 1.989], [-2.277, 0.734, 0.621], [-4.644, -4.510, 2.724], [-4.543, -2.121, 2.534], [-1.800, -4.925, 0.689], [0.191, 2.898, 1.422], [-0.061, 1.916, 2.599], [-0.043, 2.073, 3.920], [-0.260, 0.838, 4.522], [-0.394, -0.048, 3.470], [-0.275, 0.615, 2.306], [1.475, 2.384, 0.697], [2.689, 2.884, 0.490], [3.425, 1.981, -0.277], [2.562, 0.925, -0.504], [1.381, 1.184, 0.086], [0.319, 4.018, 1.804], [-0.708, 2.718, 0.628], [0.119, 3.049, 4.347], [-0.317, 0.622, 5.574], [-0.558, -1.113, 3.485], [2.957, 3.845, 0.898], [4.439, 2.087, -0.619], [2.711, 0.006, -1.050], [2.366, -3.373, 1.582], [2.208, -1.896, 1.774], [3.146, -1.269, 2.482], [1.239, -1.251, 1.333], [3.359, -3.715, 1.865], [2.170, -3.642, 0.548], [1.634, -3.885, 2.210], [3.942, -1.758, 2.856], [3.055, -0.282, 2.665], [-0.560, 2.779, -6.016], [-0.400, 2.046, -4.767], [-1.096, 2.334, -3.529], [-0.506, 1.263, -2.653], [-0.862, 1.129, -1.427], [0.375, 0.530, -3.269], [0.419, 1.025, -4.550], [1.223, 0.498, -5.452], [-1.432, 3.421, -5.933], [-0.730, 2.088, -6.841], [0.313, 3.399, -6.221], [-2.179, 2.229, -3.625], [-0.871, 3.330, -3.141], [1.783, -0.298, -5.192], [1.280, 0.845, -6.395]], "fmax_ev_per_a": 0.98, "charge": 2, "e_homo_ev": -14.8, "gap_ev": 8.06}

2.
{"formula": "C2H5NS2", "method": "ωB97M-V/def2-TZVPD", "species": ["C", "C", "N", "S", "S", "H", "H", "H", "H", "H"], "coordinates": [[-0.794, -0.884, -0.716], [0.895, 0.426, 0.350], [0.282, -0.672, -0.172], [-2.828, 0.680, -0.475], [2.593, 0.542, -0.194], [-1.343, -1.702, -1.173], [0.494, 1.345, 0.052], [0.832, 0.577, 1.529], [-3.036, 0.551, 0.815], [2.906, -0.863, -0.015]], "fmax_ev_per_a": 4.57, "charge": 0, "e_homo_ev": -8.7, "gap_ev": 8.12, "relative_energy_kcal_mol": 82.7}

3.
{"formula": "H80O40", "method": "ωB97M-V/def2-TZVPD", "species": ["H", "H", "O", "H", "H", "O", "H", "H", "O", "H", "H", "O", "H", "H", "O", "H", "O", "H", "O", "H", "H", "O", "H", "H", "O", "H", "H", "O", "H", "H", "O", "H", "O", "H", "H", "O", "H", "H", "O", "H", "H", "O", "H", "H", "O", "H", "H", "O", "H", "H", "O", "H", "O", "H", "H", "O", "H", "O", "H", "H", "O", "H", "H", "O", "H", "H", "O", "H", "H", "O", "H", "H", "O", "H", "H", "O", "H", "H", "O", "H", "H", "O", "H", "H", "O", "H", "H", "O", "H", "O", "H", "H", "O", "H", "H", "H", "H", "H", "H", "O", "H", "H", "O", "H", "H", "O", "H", "H", "O", "H", "H", "O", "H", "H", "O", "H", "H", "O", "H", "H"], "coordinates": [[1.117, -4.867, -0.235], [0.421, -6.252, 0.292], [0.353, -5.390, 0.011], [-2.018, 3.200, -1.812], [-3.182, 3.825, -0.885], [-2.241, 3.340, -0.890], [-1.903, 4.712, -3.013], [-2.976, 5.484, -2.408], [-2.682, 5.017, -3.331], [-2.884, -0.243, 4.380], [-3.337, -0.873, 5.568], [-2.588, -0.634, 5.224], [-0.200, -0.978, -1.147], [-1.260, -2.035, -1.101], [-1.066, -1.098, -1.534], [0.434, -3.099, -4.753], [0.917, -3.556, -5.542], [1.054, 3.493, 2.245], [0.672, 4.150, 1.659], [1.419, -5.534, -3.195], [2.263, -4.116, -3.151], [2.378, -5.189, -3.021], [3.518, -3.817, 3.768], [2.585, -2.887, 4.610], [3.467, -2.885, 4.206], [-0.325, 3.242, -0.601], [0.880, 2.277, -0.924], [0.683, 3.191, -0.884], [2.335, -1.554, -0.524], [2.228, -1.404, -2.045], [2.095, -1.922, -1.334], [1.657, 0.586, -6.736], [2.265, 0.697, -6.093], [5.600, -0.780, -2.484], [4.745, 0.167, -1.923], [4.843, -0.325, -2.668], [-1.489, -2.400, -3.990], [-1.389, -3.217, -5.293], [-1.883, -2.525, -4.912], [-1.214, -2.356, 1.541], [-2.161, -3.236, 0.810], [-1.680, -2.440, 0.772], [5.741, -1.025, 0.344], [4.875, -0.118, 1.268], [5.229, -1.028, 1.171], [-1.101, 1.233, 6.811], [-0.459, 0.488, 5.471], [-0.435, 1.318, 6.060], [1.750, 1.113, 2.040], [2.498, 0.917, 3.331], [1.654, 0.657, 2.875], [6.080, 1.359, -0.913], [5.203, 1.618, -0.686], [0.740, -0.484, 2.948], [-0.144, -0.870, 4.269], [0.362, -1.283, 3.486], [-1.272, 0.712, 3.468], [-1.220, 1.367, 2.832], [-0.417, -0.444, -4.104], [-0.272, -1.317, -2.990], [0.177, -1.157, -3.758], [0.883, 0.421, -2.612], [1.801, 1.524, -2.108], [1.267, 0.810, -1.809], [1.112, 3.718, 3.713], [0.848, 2.641, 4.843], [1.444, 3.162, 4.293], [-4.994, 3.633, 1.554], [-4.300, 4.934, 1.748], [-4.969, 4.434, 1.260], [-1.962, 0.424, -2.237], [-1.148, 1.188, -1.078], [-1.669, 1.352, -1.945], [-3.789, -0.038, 1.319], [-4.708, 0.857, 1.809], [-3.857, 0.636, 1.943], [2.531, -4.529, 1.867], [3.768, -3.949, 1.116], [3.069, -4.789, 1.150], [2.689, 3.249, 0.761], [3.709, 3.212, -0.465], [3.044, 2.551, 0.137], [4.079, -2.417, -4.305], [3.388, -1.885, -5.531], [3.231, -2.376, -4.769], [4.171, 2.335, 2.893], [5.182, 1.689, 3.685], [5.081, 2.241, 2.883], [-6.423, -1.105, 2.382], [-5.646, -1.510, 2.404], [-3.154, 2.874, 3.074], [-3.402, 4.080, 4.310], [-3.481, 3.219, 3.918], [4.972, 2.046, -1.553], [1.709, -3.694, -5.132], [-1.602, 2.189, 3.093], [0.600, 3.752, 0.793], [1.782, 0.615, -5.321], [-5.494, -2.337, 1.757], [-0.677, 0.307, 0.364], [0.258, 0.403, 0.375], [-1.004, 0.746, 1.059], [-3.696, -4.935, -0.538], [-3.203, -4.837, 0.285], [-3.244, -5.473, -0.952], [1.226, -5.510, 2.939], [0.719, -4.732, 2.830], [1.438, -6.022, 2.095], [0.222, 1.888, -4.045], [-0.239, 2.243, -3.222], [0.947, 2.511, -4.298], [-3.689, 0.482, -3.094], [-3.497, 1.283, -2.412], [-4.290, -0.116, -2.462], [-5.134, 1.582, -1.265], [-4.524, 1.822, -0.604], [-5.871, 1.494, -0.718], [-2.265, 4.279, 1.933], [-1.601, 4.532, 2.395], [-2.095, 3.838, 1.132]], "fmax_ev_per_a": 12.99, "charge": 0, "e_homo_ev": -10.3, "gap_ev": 9.64, "relative_energy_kcal_mol": 398.6}

4.
{"formula": "C26H36AsClN4O6Sn", "method": "ωB97M-V/def2-TZVPD", "species": ["Sn", "O", "C", "O", "C", "C", "C", "C", "C", "N", "C", "O", "O", "H", "H", "H", "H", "H", "C", "C", "C", "C", "C", "O", "C", "C", "C", "C", "C", "C", "Cl", "C", "C", "C", "N", "C", "N", "C", "N", "H", "H", "H", "H", "H", "H", "H", "H", "H", "H", "H", "H", "H", "H", "H", "H", "H", "H", "H", "H", "H", "H", "C", "As", "C", "C", "O", "H", "H", "H", "H", "H", "H", "H", "H", "H"], "coordinates": [[-1.394, -1.309, -2.983], [-5.346, -2.917, -2.125], [-4.100, -2.661, -2.388], [-3.559, -1.573, -2.229], [-3.331, -3.843, -2.923], [-3.781, -5.155, -2.912], [-2.911, -6.142, -3.371], [-1.641, -5.784, -3.811], [-1.289, -4.445, -3.786], [-2.120, -3.505, -3.356], [0.030, -3.855, -4.170], [0.916, -4.527, -4.831], [0.254, -2.686, -3.869], [-5.815, -2.138, -1.772], [-4.772, -5.397, -2.554], [-3.215, -7.180, -3.376], [-0.955, -6.553, -4.142], [0.662, -5.437, -5.054], [4.285, -0.005, 2.790], [2.783, 0.053, 2.531], [2.402, -1.035, 1.517], [2.001, -0.154, 3.821], [2.392, 1.529, 1.900], [2.873, 1.602, 0.588], [3.065, 2.694, 2.722], [2.258, 3.506, 3.755], [2.170, 3.036, 5.172], [0.935, 3.068, 5.862], [0.866, 2.750, 7.188], [2.067, 2.415, 7.882], [2.013, 2.130, 9.515], [3.317, 2.364, 7.198], [3.355, 2.677, 5.873], [0.889, 1.781, 1.775], [0.178, 0.896, 0.855], [0.255, 0.833, -0.466], [-0.644, -0.042, -0.918], [-1.244, -0.496, 0.227], [-0.779, 0.056, 1.311], [4.551, -1.042, 3.000], [4.595, 0.572, 3.659], [4.893, 0.297, 1.935], [2.914, -1.951, 1.816], [2.717, -0.797, 0.502], [1.336, -1.248, 1.526], [2.265, -1.138, 4.217], [0.924, -0.156, 3.665], [2.259, 0.576, 4.588], [3.837, 1.533, 0.561], [3.354, 3.402, 1.943], [3.985, 2.339, 3.175], [1.283, 3.818, 3.382], [2.838, 4.438, 3.845], [0.039, 3.368, 5.337], [-0.069, 2.761, 7.730], [4.210, 2.105, 7.750], [4.308, 2.696, 5.362], [0.771, 2.797, 1.390], [0.381, 1.704, 2.732], [0.945, 1.413, -1.053], [-2.038, -1.224, 0.253], [-4.451, 0.242, -6.086], [-2.907, 1.072, -5.351], [-3.381, 2.623, -4.359], [-1.630, 1.499, -6.690], [-2.176, -0.036, -4.234], [-4.950, 0.957, -6.742], [-5.120, -0.041, -5.274], [-4.155, -0.635, -6.661], [-3.994, 3.272, -4.985], [-2.472, 3.150, -4.070], [-3.944, 2.323, -3.475], [-2.128, 2.088, -7.461], [-1.231, 0.584, -7.129], [-0.829, 2.087, -6.241]], "fmax_ev_per_a": 2.25, "charge": 4, "e_homo_ev": [-18.3, -18.1], "gap_ev": [6.33, 5.09], "relative_energy_kcal_mol": 0.0}